Density functional theory data (wB97M-V/def2-TZVPD) for a molecular structure, C20H36N5NbOP in a non-equilibrium geometry.

The geometry in XYZ format:
```
64
Properties=species:S:1:pos:R:3:forces:R:3
C 0.26989 1.20022 0.10846 -0.12 -0.16 0.14
C -1.19697 1.35356 -0.29442 -0.26 -0.04 -0.17
C -1.35650 1.26700 -1.82609 -0.09 0.08 -0.09
C -1.81019 2.63761 0.28031 -0.21 0.89 0.50
Nb -3.75811 2.01141 1.25172 0.85 -0.45 -0.26
P -4.92248 2.66353 -0.93263 0.33 -0.53 0.28
N -5.74084 1.42627 -1.78072 -0.15 -0.40 0.13
O -4.05419 3.13425 -2.26969 0.32 0.73 0.01
H 0.39809 1.40719 1.17233 -0.01 -0.01 0.02
H 0.89799 1.89002 -0.46219 0.01 0.02 0.01
H 0.60041 0.17252 -0.06931 0.12 0.05 -0.13
H -1.72957 0.47992 0.10875 0.06 -0.02 0.11
H -2.10767 0.52640 -2.11592 0.01 -0.04 0.02
H -1.69721 2.22227 -2.22489 0.09 -0.02 -0.08
H -0.41398 1.00610 -2.31759 0.01 -0.07 0.04
H -1.96028 3.38608 -0.50703 0.12 0.04 0.02
H -1.15812 3.10754 1.02275 0.10 -0.06 -0.05
H -3.88977 3.68364 2.06738 -0.34 -0.24 -0.24
H -5.12501 1.77772 2.50146 0.29 0.30 0.07
H -4.25580 0.33279 0.58784 -0.57 0.23 0.26
H -2.46861 1.15794 2.21044 -0.29 -0.13 -0.41
H -5.07544 0.72068 -2.09144 0.00 0.03 -0.03
H -6.33069 0.94981 -1.10198 -0.10 0.06 -0.11
H -3.48960 3.88395 -2.02169 -0.13 -0.27 -0.13
N 0.93366 -3.14530 -1.95994 -0.01 -0.02 0.02
C -0.10825 -2.54756 -2.61453 0.02 -0.03 -0.01
C 0.41854 -1.73561 -3.58130 0.07 0.03 -0.02
C 1.83589 -1.84221 -3.50104 -0.06 0.02 -0.02
C 2.12199 -2.71932 -2.48954 -0.03 -0.03 -0.01
H 0.84084 -3.79110 -1.19770 -0.01 0.00 0.01
H -1.12929 -2.74336 -2.33663 -0.01 0.01 0.02
H -0.14877 -1.12789 -4.26628 0.00 0.00 -0.01
H 2.55965 -1.33099 -4.11334 0.00 0.01 -0.01
H 3.06206 -3.07236 -2.10228 0.01 0.00 0.01
N 2.84940 -0.87885 1.62024 0.07 0.03 -0.04
C 2.11744 -1.93817 1.17320 0.00 -0.05 -0.01
C 2.09755 -2.88427 2.16351 0.09 -0.01 0.06
C 2.85102 -2.36777 3.25567 0.01 -0.03 -0.05
C 3.29885 -1.12606 2.88642 0.03 -0.01 0.00
H 3.01354 -0.04104 1.09226 -0.08 0.05 0.04
H 1.67304 -1.92114 0.19390 -0.04 0.02 0.01
H 1.59549 -3.83638 2.11942 -0.02 0.00 0.02
H 3.03365 -2.84861 4.20238 -0.06 0.00 0.02
H 3.89141 -0.39935 3.41577 -0.01 0.01 0.01
N 4.67402 -2.61559 6.68327 0.03 0.00 -0.02
C 4.72583 -3.37875 7.81788 0.00 0.01 -0.02
C 3.80162 -2.88178 8.69684 -0.05 0.05 0.00
C 3.16636 -1.77473 8.06556 0.04 -0.06 0.06
C 3.72861 -1.63774 6.82620 0.02 0.02 -0.04
H 5.23986 -2.75068 5.86598 -0.01 -0.01 -0.02
H 5.40748 -4.20715 7.90240 0.01 -0.01 0.00
H 3.59780 -3.26984 9.68060 0.00 0.00 0.01
H 2.38393 -1.15666 8.47158 -0.01 0.00 0.01
H 3.53226 -0.93670 6.03355 -0.04 0.00 0.00
N -1.52968 1.76185 -5.24119 -0.06 -0.05 0.11
C -0.72506 1.78652 -6.34463 0.00 -0.02 0.00
C -1.21554 2.74056 -7.19748 -0.06 0.04 0.01
C -2.36151 3.31255 -6.57469 0.07 -0.02 -0.05
C -2.52633 2.68670 -5.36623 -0.03 0.03 -0.01
H -1.40954 1.17036 -4.43707 0.04 0.05 0.04
H 0.12410 1.13032 -6.43060 0.01 -0.01 0.00
H -0.79928 3.00114 -8.15644 0.00 0.00 -0.01
H -2.98949 4.09538 -6.96578 -0.01 0.00 -0.01
H -3.25850 2.82316 -4.58582 0.01 -0.03 0.00
```
Positions in Å, forces in eV/Å.

Properties
Highest occupied orbital energy, eV: -3.89
Net charge: -1
DFT total energy, Ha: -1530.84044
Gap between HOMO and LUMO, eV: 6.1472
Molecular weight, g/mol: 486.4

natural (NBO) population analysis, charges in e, atoms 1 to 5: -0.5890, -0.2568, -0.6217, -0.8643, 0.9965